(A)
{"formula": "H4OP2S", "method": "ωB97M-V/def2-TZVPD", "elements": ["O", "P", "P", "S", "H", "H", "H", "H"], "coordinates": [[-1.557, 0.718, 2.172], [-0.569, 1.025, -1.460], [1.271, -0.043, 1.364], [-0.920, -0.273, 1.266], [-1.548, 0.216, -1.951], [-1.357, 2.260, -1.692], [1.495, -0.903, 2.525], [1.386, -0.899, 0.390]], "nbo_charge": [-0.82, 0.05, 0.14, 0.73, -0.05, -0.01, 0.00, -0.04], "charge": 0, "e_lumo_ev": [-1.33, -1.22], "e_homo_ev": [-8.8, -8.8], "multiplicity": 1}

***

(B)
{"formula": "H4OP2S", "method": "ωB97M-V/def2-TZVPD", "elements": ["O", "P", "P", "S", "H", "H", "H", "H"], "coordinates": [[-1.141, 2.207, 0.361], [1.207, 0.546, 1.158], [-1.701, -0.785, 0.623], [-0.451, 1.051, -0.216], [2.012, -0.228, 0.174], [2.245, 2.202, 0.252], [-2.833, -0.363, -0.030], [-1.447, -1.437, -0.766]], "nbo_charge": [-0.96, 0.12, 0.08, 0.79, 0.00, -0.03, -0.01, 0.00], "charge": 0, "e_lumo_ev": -1.01, "e_homo_ev": -9.0, "multiplicity": 1}

***

Most stable one: (A), least stable one: (B).

***

(A)
{"formula": "C3H7O3", "method": "ωB97M-V/def2-TZVPD", "elements": ["C", "O", "H", "H", "H", "H", "C", "C", "O", "O", "H", "H", "H"], "coordinates": [[-0.910, -2.398, 0.867], [-1.434, -1.212, 1.444], [-1.077, -0.477, 0.920], [0.123, -2.235, 0.548], [-0.870, -3.152, 1.656], [-1.521, -2.691, 0.020], [1.053, 2.177, -1.180], [0.534, 0.858, -0.558], [-0.366, 0.251, -1.196], [1.017, 0.501, 0.544], [0.635, 2.987, -0.586], [0.659, 2.169, -2.185], [2.136, 2.194, -1.090]], "nbo_charge": [-0.24, -0.77, 0.51, 0.19, 0.14, 0.15, -0.74, 0.76, -0.81, -0.80, 0.20, 0.21, 0.20], "charge": -1, "e_lumo_ev": 4.32, "e_homo_ev": -4.2, "multiplicity": 1}

***

(B)
{"formula": "C3H7O3", "method": "ωB97M-V/def2-TZVPD", "elements": ["C", "C", "O", "O", "H", "H", "H", "C", "O", "H", "H", "H", "H"], "coordinates": [[-2.397, -0.835, 0.381], [-1.044, -0.045, 0.230], [-0.117, -0.525, 0.959], [-1.190, 0.824, -0.596], [-3.169, -0.446, -0.284], [-2.819, -0.742, 1.417], [-2.130, -1.852, 0.110], [2.292, 0.940, -0.545], [2.303, -0.250, 0.207], [1.353, -0.490, 0.419], [2.154, 0.479, -1.599], [1.508, 1.593, -0.307], [3.258, 1.349, -0.394]], "nbo_charge": [-0.75, 0.80, -0.81, -0.73, 0.19, 0.19, 0.20, -0.24, -0.81, 0.50, 0.14, 0.18, 0.15], "charge": -1, "e_lumo_ev": 4.36, "e_homo_ev": -4.2, "multiplicity": 1}

***

(C)
{"formula": "C3H7O3", "method": "ωB97M-V/def2-TZVPD", "elements": ["C", "O", "H", "H", "H", "H", "C", "C", "O", "O", "H", "H", "H"], "coordinates": [[1.427, -2.061, 0.437], [0.071, -2.428, 0.559], [-0.460, -1.618, 0.707], [1.826, -2.146, -0.569], [1.611, -1.022, 0.762], [1.973, -2.614, 1.204], [-1.225, 0.873, -1.358], [-0.372, 1.339, -0.137], [0.343, 0.481, 0.433], [-0.423, 2.563, 0.126], [-1.692, -0.051, -0.957], [-0.571, 0.700, -2.222], [-2.043, 1.580, -1.529]], "nbo_charge": [-0.26, -0.77, 0.50, 0.15, 0.23, 0.14, -0.74, 0.77, -0.83, -0.78, 0.19, 0.20, 0.20], "charge": -1, "e_lumo_ev": 4.12, "e_homo_ev": -4.1, "multiplicity": 1}

***

Most stable one: (A), least stable one: (B).

***

(A)
{"formula": "C3H7O3", "method": "ωB97M-V/def2-TZVPD", "elements": ["O", "C", "O", "H", "H", "C", "O", "C", "H", "H", "H", "H", "H"], "coordinates": [[3.710, -0.131, 0.924], [2.551, -0.268, 0.538], [1.490, 0.244, 1.014], [2.410, -1.009, -0.296], [0.266, -0.568, 0.671], [-1.197, -0.475, -0.652], [-0.499, -1.190, 0.369], [-1.505, 0.942, -0.191], [-0.613, -0.350, -1.573], [-2.066, -1.130, -0.734], [-2.055, 1.585, -0.873], [-1.930, 0.873, 0.813], [-0.560, 1.477, -0.009]], "nbo_charge": [-0.74, 0.64, -0.80, 0.01, 0.50, -0.06, -0.79, -0.65, 0.14, 0.16, 0.18, 0.20, 0.23], "charge": -1, "e_lumo_ev": 4.06, "e_homo_ev": -4.6, "multiplicity": 1}

***

(B)
{"formula": "C3H7O3", "method": "ωB97M-V/def2-TZVPD", "elements": ["C", "O", "H", "H", "H", "H", "C", "C", "O", "O", "H", "H", "H"], "coordinates": [[-1.650, 1.636, 0.594], [-2.036, 0.308, 0.624], [-2.659, 0.229, -0.225], [-0.831, 1.637, 1.424], [-1.169, 1.977, -0.359], [-2.485, 2.259, 0.871], [1.902, -1.739, 0.105], [1.073, -0.374, -0.466], [0.133, -0.606, -1.347], [1.067, 0.652, 0.229], [2.220, -2.380, -0.575], [1.044, -2.258, 0.661], [2.614, -1.446, 0.764]], "nbo_charge": [-0.25, -0.70, 0.44, 0.20, 0.19, 0.12, -0.73, 0.78, -0.83, -0.78, 0.18, 0.20, 0.18], "charge": -1, "e_lumo_ev": 4.13, "e_homo_ev": -3.6, "multiplicity": 1}

***

(C)
{"formula": "C3H7O3", "method": "ωB97M-V/def2-TZVPD", "elements": ["C", "C", "O", "O", "H", "H", "H", "C", "O", "H", "H", "H", "H"], "coordinates": [[1.361, 0.858, -1.938], [1.031, -0.346, -1.150], [0.771, 0.025, 0.018], [0.889, -1.478, -1.635], [1.114, 0.706, -2.989], [2.369, 1.310, -1.794], [0.483, 1.640, -1.574], [-1.746, -0.316, 2.006], [-0.493, -0.980, 1.978], [0.081, -0.712, 1.155], [-1.579, 0.486, 1.059], [-2.519, -1.173, 1.710], [-1.761, -0.020, 3.155]], "nbo_charge": [-0.71, 0.75, -0.80, -0.74, 0.19, 0.21, 0.20, -0.28, -0.84, 0.51, 0.19, 0.15, 0.17], "charge": -1, "e_lumo_ev": 4.25, "e_homo_ev": -4.6, "multiplicity": 1}

***

Most stable one: (A), least stable one: (B).

***

(A)
{"formula": "H5N3O", "method": "ωB97M-V/def2-TZVPD", "elements": ["H", "H", "H", "H", "H", "N", "N", "N", "O"], "coordinates": [[-3.513, -0.393, 0.551], [1.978, 0.986, 0.569], [2.307, 0.460, -0.974], [0.134, -0.043, -0.593], [0.631, -0.869, 0.794], [-2.692, -0.334, -0.201], [2.116, 0.170, -0.008], [0.936, -0.561, -0.113], [-1.898, 0.585, -0.026]], "nbo_charge": [0.25, 0.32, 0.34, 0.34, 0.34, 0.00, -0.65, -0.68, -0.25], "charge": 0, "e_lumo_ev": -0.89, "e_homo_ev": -8.4, "smiles": "N=O.NN", "multiplicity": 1}

***

(B)
{"formula": "H5N3O", "method": "ωB97M-V/def2-TZVPD", "elements": ["H", "H", "H", "H", "H", "N", "N", "N", "O"], "coordinates": [[-1.443, 0.756, -0.267], [-1.535, -1.118, -0.341], [1.039, 1.210, -0.018], [2.553, -0.001, -0.316], [1.790, -0.416, 1.063], [-2.421, 0.488, 0.157], [-2.455, -0.728, -0.108], [1.721, -0.554, 0.037], [0.751, 0.363, -0.207]], "nbo_charge": [0.29, 0.29, 0.45, 0.31, 0.32, -0.28, -0.31, -0.46, -0.61], "charge": 0, "e_lumo_ev": 0.43, "e_homo_ev": -9.1, "smiles": "[H]/N=N\\[H].NO", "multiplicity": 1}

***

Most stable one: (A), least stable one: (B).

***

(A)
{"formula": "C4H15NO3", "method": "ωB97M-V/def2-TZVPD", "elements": ["C", "C", "N", "C", "C", "H", "H", "H", "H", "H", "H", "H", "H", "H", "H", "H", "O", "H", "H", "O", "H", "H", "O"], "coordinates": [[-1.191, -1.962, -1.709], [-1.856, -1.335, -0.433], [-1.422, 0.023, -0.239], [-0.290, 0.265, 0.638], [-0.727, 1.107, 1.842], [-0.636, -2.820, -1.508], [-1.794, -2.025, -2.580], [-2.951, -1.112, -0.492], [-1.277, 0.504, -1.125], [0.161, -0.700, 1.029], [0.486, 0.666, 0.052], [-1.175, 0.367, 2.568], [0.103, 1.563, 2.232], [-1.508, 1.781, 1.451], [1.941, -0.604, -1.481], [0.424, -1.147, -1.876], [1.258, -0.706, -2.242], [1.568, 3.061, 0.418], [2.383, 1.677, 0.877], [1.877, 2.634, 1.212], [-1.764, -1.852, 0.585], [3.638, 0.264, 0.137], [2.756, 0.354, 0.645]], "mulliken_spin": [0.93, -0.03, 0.82, 0.00, 0.10, 0.03, 0.04, 0.06, -0.02, 0.00, 0.03, 0.00, 0.00, 0.00, 0.00, -0.04, 0.09, 0.01, 0.05, -0.26, 0.01, 0.03, -0.83], "s2": 1.768, "charge": 1, "e_lumo_ev": [-7.28, -7.86], "e_homo_ev": [-14.6, -15.1], "multiplicity": 2}

***

(B)
{"formula": "C4H15NO3", "method": "ωB97M-V/def2-TZVPD", "elements": ["C", "N", "C", "O", "C", "C", "H", "H", "H", "H", "H", "H", "H", "H", "H", "H", "H", "H", "H", "O", "H", "H", "O"], "coordinates": [[0.017, 0.635, 0.464], [0.797, -0.453, -0.227], [2.048, -0.710, 0.415], [2.580, -1.887, -0.178], [-1.344, 0.660, -0.240], [-2.218, -0.526, 0.167], [0.584, 1.558, 0.310], [0.196, 0.435, 1.541], [0.227, -1.388, -0.225], [2.765, 0.125, 0.398], [2.205, -1.113, 1.465], [2.601, -1.921, -1.141], [-2.022, 1.533, -0.067], [-1.191, 0.572, -1.369], [-2.545, -0.500, 1.201], [-1.701, -1.536, -0.046], [-3.154, -0.550, -0.424], [-1.218, 2.945, 2.708], [-0.652, 3.883, 1.673], [-0.606, 3.692, 2.616], [0.413, -1.537, -3.545], [1.149, -1.768, -2.306], [1.069, -2.151, -3.189]], "mulliken_spin": [0.05, 0.72, 0.03, 0.01, 0.00, 0.00, 0.02, 0.05, 0.00, 0.04, 0.07, 0.00, 0.00, 0.00, 0.00, 0.00, 0.00, 0.00, 0.00, 0.00, 0.00, -0.01, 0.01], "s2": 0.755, "charge": 1, "e_lumo_ev": [-3.30, -9.21], "e_homo_ev": [-14.8, -14.8], "multiplicity": 2}

***

(C)
{"formula": "C4H15NO3", "method": "ωB97M-V/def2-TZVPD", "elements": ["N", "C", "C", "C", "C", "H", "H", "H", "H", "H", "H", "H", "H", "H", "H", "H", "O", "H", "H", "O", "H", "H", "O"], "coordinates": [[-0.210, -0.647, 1.217], [0.946, -0.034, 0.458], [0.332, 1.116, -0.394], [-1.111, 0.688, -0.494], [-1.456, -0.097, 0.757], [0.019, -0.570, 2.214], [1.673, 0.298, 1.201], [1.394, -0.803, -0.174], [0.577, 2.116, -0.066], [0.911, 0.835, -1.282], [-1.869, 1.462, -0.666], [-1.334, 0.185, -1.437], [-2.126, 0.311, 1.515], [-1.988, -1.014, 0.435], [2.338, -4.260, -1.789], [1.443, -4.227, -0.544], [2.309, -4.504, -0.870], [-0.029, 5.341, 2.999], [-0.417, 5.231, 1.591], [0.194, 4.831, 2.208], [-0.891, -1.400, -2.179], [-0.517, -2.871, -2.296], [-0.187, -1.986, -2.404]], "mulliken_spin": [0.77, 0.00, 0.02, 0.02, 0.02, -0.02, 0.02, 0.04, 0.01, 0.00, 0.00, 0.00, 0.04, 0.08, 0.00, 0.00, 0.00, 0.00, 0.00, 0.00, 0.00, 0.00, 0.00], "s2": 0.754, "charge": 1, "e_lumo_ev": [-3.26, -7.99], "e_homo_ev": [-14.1, -14.1], "multiplicity": 2}

***

Most stable one: (C), least stable one: (A).

***

(A)
{"formula": "C2HO4", "method": "ωB97M-V/def2-TZVPD", "elements": ["C", "C", "O", "O", "O", "O", "H"], "coordinates": [[-0.807, -1.492, -0.525], [0.381, 0.783, 0.167], [-1.214, -2.030, 0.476], [-0.648, -1.470, -1.696], [0.306, 1.605, 1.298], [1.512, 1.078, 0.973], [0.469, 1.526, -0.692]], "nbo_charge": [0.99, -0.09, -0.62, -0.61, -0.36, -0.36, 0.05], "charge": -1, "e_lumo_ev": 4.05, "e_homo_ev": -2.9, "multiplicity": 1}

***

(B)
{"formula": "C2HO4", "method": "ωB97M-V/def2-TZVPD", "elements": ["C", "C", "O", "O", "O", "O", "H"], "coordinates": [[1.583, 1.031, -0.086], [0.054, 0.840, 0.452], [2.495, 1.185, 0.740], [1.414, 0.730, -1.257], [-0.962, 1.660, 0.071], [-2.269, 1.482, -0.380], [-0.093, -0.321, 0.640]], "nbo_charge": [0.75, 0.19, -0.71, -0.64, -0.20, -0.53, 0.14], "charge": -1, "e_lumo_ev": 3.90, "e_homo_ev": -4.5, "multiplicity": 1}

***

Most stable one: (B), least stable one: (A).